(1)
The following is a DFT calculation (ωB97M-V/def2-TZVPD) of a structure of composition C20H38F3O10Ti at a distorted geometry.

Structure (XYZ):
```
72
Properties=species:S:1:pos:R:3:forces:R:3
Ti -0.2394 -0.1169 0.2693 0.071 0.249 -0.113
C 1.0108 -1.9429 2.0820 0.911 0.220 -0.627
O 0.0828 -2.3776 1.0605 -0.673 -0.075 -0.386
O 0.7471 -0.6876 2.3406 -0.650 0.454 -0.171
C 0.9743 -2.8833 3.2940 0.256 -0.339 -0.251
F -0.2478 -3.0790 3.8045 -0.034 0.005 0.098
F 1.4601 -4.1099 2.9348 -0.216 0.084 0.188
F 1.7770 -2.4419 4.2690 -0.139 0.067 0.068
C 0.2089 -3.6354 0.3938 0.362 0.395 0.010
C -0.4869 -3.5152 -0.9531 -0.112 -0.447 0.355
H -0.7926 -4.5080 -1.2938 0.044 0.054 -0.104
H -1.3803 -2.8972 -0.8524 0.017 0.043 -0.066
H 0.1844 -3.0764 -1.6883 -0.086 0.153 -0.043
H -0.1997 -4.4098 1.0454 -0.126 -0.102 -0.201
H 1.2682 -3.8643 0.2208 0.005 -0.002 0.212
H 2.0193 -2.1065 1.6370 0.115 -0.181 0.086
O 1.8990 -0.6354 -0.8575 -0.704 -0.376 0.516
C 2.8531 -0.1383 -1.3976 0.292 0.675 -0.422
O 3.7298 -0.8280 -2.1271 -0.016 -0.194 -0.214
C 3.4750 -2.2427 -2.2361 0.481 -0.166 0.115
C 4.6903 -2.9124 -2.8278 0.512 -0.590 0.667
C 3.1998 1.3179 -1.3507 -0.376 0.484 0.808
H 2.5921 -2.4113 -2.8514 -0.148 0.080 0.160
H 3.3286 -2.6269 -1.2263 -0.320 -0.024 -0.077
H 4.6184 -3.9908 -2.6474 -0.354 0.027 -0.392
H 5.5842 -2.6814 -2.2393 -0.059 0.461 -0.236
H 4.8697 -2.7304 -3.8831 -0.068 0.142 -0.016
H 2.4181 1.8456 -0.7986 -0.088 -0.183 -0.086
H 3.2898 1.7966 -2.3219 0.227 -0.287 -0.164
H 4.1112 1.4520 -0.7651 0.167 -0.032 -0.283
O -0.5943 2.1915 0.8962 0.029 -0.524 -0.461
C -0.6723 2.8979 1.8742 -0.315 0.365 0.038
O 0.3259 3.1088 2.7040 0.243 0.009 0.282
C 1.5375 2.3664 2.4041 0.135 0.045 -0.071
C 2.5971 2.7522 3.3986 0.004 -0.201 0.189
C -1.9456 3.6028 2.2625 0.434 -0.201 0.152
H 1.8552 2.6396 1.3953 -0.095 -0.013 -0.016
H 1.3145 1.2967 2.4258 0.031 0.074 0.031
H 3.4956 2.1959 3.1259 0.106 0.144 0.083
H 2.3315 2.4623 4.4153 -0.086 -0.045 -0.032
H 2.8042 3.8212 3.3978 0.056 0.026 -0.121
H -1.7731 4.3654 3.0168 -0.002 -0.013 0.006
H -2.5817 2.8178 2.6758 -0.226 0.161 -0.053
H -2.3947 4.0340 1.3737 -0.160 -0.059 -0.023
O -2.5689 0.0033 0.8735 0.291 0.265 -0.245
C -3.2923 -0.4932 1.7091 0.474 -0.375 0.105
O -4.6103 -0.3038 1.7306 -0.392 -0.175 0.303
C -5.2150 0.4317 0.6723 -0.120 0.462 -0.775
C -5.3792 1.9070 0.9788 0.098 -0.010 0.044
C -2.8171 -1.4061 2.8023 0.418 0.809 -0.056
H -6.1963 -0.0034 0.4858 0.066 -0.233 0.261
H -4.6284 0.3139 -0.2413 0.071 -0.061 0.125
H -5.9084 2.3725 0.1457 -0.009 0.021 0.012
H -4.4137 2.4005 1.0762 0.039 -0.020 0.038
H -5.9622 2.0745 1.8846 0.027 -0.055 0.024
H -1.7319 -1.4732 2.7487 -0.079 -0.196 -0.236
H -3.2944 -2.3762 2.6999 -0.060 -0.031 0.280
H -3.0175 -0.9159 3.7580 -0.399 -0.357 0.054
O -0.7104 0.7770 -1.8015 0.150 -0.701 0.683
C -0.7983 1.7505 -2.5298 0.018 0.111 0.402
O -0.5893 1.6827 -3.8627 -0.231 0.235 -0.432
C -0.5361 0.3896 -4.4447 -0.103 -1.111 -0.086
C 0.8759 -0.1529 -4.5055 0.542 0.317 0.455
C -1.0072 3.1442 -2.0511 -0.283 0.390 -0.308
H -0.9973 0.4322 -5.4315 0.122 0.394 -0.039
H -1.1422 -0.3184 -3.8738 -0.016 0.237 0.201
H 0.9163 -1.2165 -4.7391 -0.192 0.027 -0.235
H 1.3207 -0.0508 -3.5133 -0.072 -0.040 0.033
H 1.5246 0.4022 -5.1854 -0.156 -0.050 -0.148
H -1.6684 3.1907 -1.1913 0.122 -0.318 0.165
H -1.4580 3.7553 -2.8341 0.266 0.019 -0.071
H -0.0398 3.5672 -1.7606 -0.040 0.084 0.007
```
Forces are in eV/Å.

Calculated values
* 2S+1: 4
* orbital gap (spin up / spin down): 3.97 / 8.77 eV
* HOMO (spin up / spin down): -3.354 / -8.202 eV
* energy relative to the best compared isomer or geometry (same formula, charge and spin): 0.0 kcal/mol
* electronic energy: -2686.35513 hartree



(2)
The following is a DFT calculation (ωB97M-V/def2-TZVPD) of a structure of composition C20H38N3O3Si2Y.

Structure (XYZ):
```
67
Properties=species:S:1:pos:R:3:forces:R:3
Y 0.1125 0.0417 0.2108 -0.130 -0.911 0.109
C -4.3447 -2.0078 -2.6440 0.080 -0.024 -0.017
N -2.9571 -2.2146 -2.2077 -0.010 0.001 -0.011
C -2.2666 -3.3932 -2.7446 -0.035 0.053 0.046
C -2.3512 -1.3946 -1.3811 0.028 0.057 -0.027
O -1.1674 -1.5414 -0.9916 0.252 0.253 -0.090
C -3.0882 -0.1528 -0.8870 -0.053 0.021 -0.012
O -2.4031 0.3654 0.2539 0.095 -0.008 0.026
C -3.0435 0.1600 1.5142 -0.107 0.054 0.035
C -2.0416 -0.4441 2.4873 0.089 0.076 -0.136
O -0.9046 -0.7317 2.0245 0.062 -0.029 0.333
N -2.3700 -0.6076 3.7415 -0.067 -0.016 0.032
C -1.3879 -1.0807 4.7251 -0.052 0.032 -0.059
C -3.6777 -0.2034 4.2712 0.088 -0.063 -0.036
H -4.5071 -2.6155 -3.5293 -0.024 0.003 0.005
H -4.5250 -0.9710 -2.9203 -0.006 0.009 0.022
H -5.0467 -2.3241 -1.8727 -0.023 0.001 -0.013
H -2.1369 -3.2724 -3.8192 0.005 -0.027 -0.004
H -2.8750 -4.2747 -2.5508 0.009 -0.013 -0.011
H -1.3015 -3.4999 -2.2640 0.003 -0.011 -0.006
H -4.1335 -0.3446 -0.6512 0.012 -0.027 0.012
H -3.0642 0.6108 -1.6691 0.021 0.005 0.006
H -3.9016 -0.5054 1.4009 0.013 -0.009 0.007
H -3.4037 1.1202 1.8905 0.037 0.013 -0.016
H -0.5070 -1.4511 4.2146 0.005 -0.003 0.009
H -1.8398 -1.8774 5.3113 0.021 -0.005 0.014
H -1.1163 -0.2534 5.3806 0.005 -0.016 0.023
H -4.4610 -0.3403 3.5306 -0.010 0.028 0.009
H -3.6486 0.8351 4.6008 -0.017 0.004 0.017
H -3.9078 -0.8417 5.1197 -0.017 0.025 0.016
C 2.3240 0.7813 3.0586 -0.076 -0.106 0.084
Si 2.7138 1.5052 1.3757 -0.175 0.041 0.280
C 3.2628 0.0406 0.3013 -0.138 -0.187 -0.086
C 4.0344 2.7940 1.5292 0.207 -0.016 -0.192
C 1.1253 2.0865 0.5997 -0.182 0.291 -0.311
C 1.2626 2.2588 -0.8828 0.052 0.122 -0.074
C 1.7977 3.3773 -1.5312 -0.003 -0.003 0.120
C 1.8572 3.4140 -2.9075 -0.004 0.002 -0.053
C 1.3828 2.3354 -3.6578 0.023 0.040 0.022
C 0.8721 1.2575 -2.9820 0.057 -0.005 0.026
N 0.8180 1.2162 -1.6370 -0.107 0.145 -0.174
Si 0.0743 3.3994 1.4046 -0.080 0.114 0.056
C 0.8791 5.0473 1.7277 0.106 0.060 0.030
C -0.5832 2.7565 3.0550 0.010 -0.075 0.054
C -1.3753 3.7311 0.2524 -0.107 -0.041 -0.112
H 3.2146 0.3292 3.5008 0.016 0.028 -0.007
H 1.5596 -0.0065 3.0251 0.009 0.009 -0.008
H 1.9585 1.5406 3.7520 0.028 0.020 0.001
H 4.1497 -0.4368 0.7228 0.020 0.036 0.005
H 3.4833 0.3154 -0.7314 0.044 0.016 0.015
H 2.5469 -0.8108 0.2462 0.041 0.006 0.013
H 4.9422 2.3840 1.9767 -0.007 -0.007 0.006
H 3.6914 3.6145 2.1616 -0.015 -0.018 0.000
H 4.3087 3.2111 0.5575 0.000 0.022 0.019
H 2.1668 4.1997 -0.9334 -0.001 0.002 -0.012
H 2.2761 4.2789 -3.4056 -0.005 -0.007 -0.016
H 1.4210 2.3409 -4.7370 -0.002 -0.011 -0.001
H 0.5019 0.3836 -3.5039 -0.004 0.006 -0.011
H 1.7370 4.9715 2.3991 -0.010 0.001 -0.010
H 0.1588 5.7213 2.1987 -0.004 -0.002 -0.004
H 1.2129 5.5297 0.8067 0.012 0.006 0.014
H 0.0167 3.1311 3.8872 0.003 0.015 -0.008
H -0.5715 1.6665 3.1376 -0.034 -0.003 -0.013
H -1.6040 3.1124 3.2182 0.000 0.007 0.010
H -1.0748 4.3931 -0.5633 0.006 -0.012 -0.002
H -2.1885 4.2324 0.7829 0.031 0.034 0.014
H -1.7989 2.8327 -0.2095 0.012 -0.007 0.039
```
Forces are in eV/Å.

Calculated values
* net charge: +2
* 2S+1: 1
* orbital gap: 8.09 eV
* HOMO: -13.593 eV
* energy relative to the best compared isomer or geometry (same formula, charge and spin): 15.8 kcal/mol
* electronic energy: -1791.87503 hartree



(3)
The following is a DFT calculation (ωB97M-V/def2-TZVPD) of a structure of composition C20H38N5OPSe4SnTe at a distorted geometry.

Structure (XYZ):
```
71
Properties=species:S:1:pos:R:3:forces:R:3
Sn -0.5624 -0.2974 -1.6035 -0.852 3.170 0.551
Se -0.9034 -0.3554 -4.0989 -0.804 0.999 -5.589
Se -1.8620 0.4511 -6.1225 -0.440 0.416 -0.755
Te -3.1208 2.2795 -4.8202 -0.956 0.780 -1.623
Se -2.0940 1.4218 -2.6207 -2.223 1.568 -0.781
C 2.5792 -3.4239 -4.9364 0.258 0.063 -0.252
C 1.3889 -3.1343 -4.1087 -0.542 0.717 0.564
C 0.2640 -3.8731 -3.8184 -0.090 0.373 0.304
C -0.5111 -3.0492 -2.9706 0.225 -0.598 0.403
N 0.0876 -1.8739 -2.7449 1.511 -6.911 -3.802
N 1.2314 -1.9507 -3.4424 0.970 -0.726 0.307
C -1.8263 -3.3478 -2.3567 -0.183 -0.197 0.058
H 2.5133 -4.4212 -5.3830 -0.067 0.165 0.114
H 3.4897 -3.3842 -4.3301 0.055 0.002 -0.086
H 2.6714 -2.6950 -5.7480 0.051 -0.072 0.045
H 0.0303 -4.8690 -4.1676 -0.040 0.133 -0.006
H 1.8605 -1.1553 -3.4190 -0.369 0.018 -0.138
H -2.1764 -4.3457 -2.6395 0.120 0.053 -0.032
H -2.5766 -2.6206 -2.6831 0.071 0.140 0.000
H -1.7579 -3.3100 -1.2647 -0.100 0.081 -0.034
C -3.3007 6.4963 3.2794 -0.151 0.372 0.277
C -2.8388 5.3409 2.4406 0.083 -0.099 -0.262
C -2.6125 5.4951 1.0680 0.160 -0.897 0.424
C -2.1795 4.4119 0.2870 -0.187 0.576 0.412
C -1.9462 4.6150 -1.1867 0.029 0.187 -0.168
C -1.9696 3.1509 0.8931 -0.227 0.120 0.002
Se -1.3691 1.6593 -0.1869 -0.868 4.542 3.997
C -2.1994 2.9948 2.2822 -0.217 0.817 -0.147
C -2.0019 1.6887 3.0090 -1.329 1.045 0.995
C -2.6316 4.0943 3.0377 0.178 0.099 -0.902
H -3.4221 7.4194 2.6738 0.060 -0.511 0.361
H -2.5569 6.6966 4.0792 -0.505 0.052 -0.260
H -4.2781 6.2510 3.7457 0.481 0.305 -0.077
H -2.7738 6.4622 0.6065 -0.016 0.072 -0.055
H -2.1574 5.6603 -1.4980 0.073 -0.466 0.281
H -2.6111 3.9429 -1.7689 0.616 0.287 0.170
H -0.8875 4.3904 -1.4346 -0.661 -0.119 -0.063
H -1.6614 0.8624 2.3581 -6.030 3.199 4.259
H -2.9608 1.3765 3.4738 0.444 0.142 -0.011
H -1.2423 1.8219 3.8077 -0.305 -0.229 -0.237
H -2.8082 3.9784 4.1014 -0.028 -0.026 0.135
C 3.3250 -0.1562 -0.5295 -0.250 0.336 -0.527
N 2.9679 -1.3153 0.2810 1.159 0.284 -0.282
C 4.0085 -1.6102 1.2453 -0.021 -0.610 0.463
P 1.3616 -1.5745 0.5303 -0.792 0.531 -0.669
O 0.6344 -1.6372 -0.7897 5.706 -4.900 4.980
N 0.7627 -0.3473 1.4497 0.447 -0.288 1.500
C -0.6766 -0.3510 1.6873 0.225 -2.360 1.981
C 1.4658 0.2718 2.5550 0.710 0.250 0.045
N 1.1736 -2.9902 1.3491 0.169 -1.423 0.208
C 1.5491 -4.2092 0.6410 -0.150 -0.153 -0.712
C 1.3609 -3.1461 2.7775 -0.272 0.554 0.582
H 4.3249 -0.2642 -0.9642 -0.025 -0.212 0.205
H 3.2978 0.7682 0.0552 0.011 0.085 -0.044
H 2.6370 -0.0401 -1.3733 -0.183 0.075 0.217
H 5.0090 -1.4811 0.8157 -0.324 0.129 -0.196
H 3.9678 -2.6550 1.5607 -0.139 0.009 0.073
H 3.9447 -0.9801 2.1352 0.132 0.062 0.140
H -1.2227 -0.6477 0.7859 -0.440 -0.404 0.942
H -1.0417 0.6481 1.9500 6.206 -3.006 -3.873
H -0.9509 -1.0434 2.4889 0.129 -0.189 0.769
H 2.4430 0.6443 2.2406 0.035 -0.128 -0.066
H 1.6130 -0.4129 3.3931 0.093 0.000 0.327
H 0.9333 1.1526 2.9329 -0.181 -0.274 -0.324
H 1.2386 -4.1653 -0.4080 0.065 0.209 0.113
H 1.0553 -5.0889 1.0684 0.009 0.236 0.160
H 2.6309 -4.3717 0.6643 0.121 -0.121 0.036
H 0.7379 -2.4437 3.3352 0.088 0.126 -0.134
H 2.3995 -2.9998 3.0817 0.124 -0.068 0.149
H 1.0487 -4.1392 3.1218 0.030 0.067 -0.384
H -0.3154 -0.2699 0.1296 -0.881 1.539 -4.058
```
Forces are in eV/Å.

Calculated values
* net charge: -2
* 2S+1: 1
* orbital gap (spin up / spin down): 2.20 / 2.17 eV
* HOMO (spin up / spin down): 1.468 / 1.470 eV
* energy relative to the best compared isomer or geometry (same formula, charge and spin): 8.0 kcal/mol
* electronic energy: -11562.75970 hartree